1.
50
Properties=species:S:1:pos:R:3:forces:R:3:mulliken_charge:R:1 method="wB97M-V/def2-TZVPD" e_tot_ev=-40060.0899 orbital_gap_ha=0.3141 e_above_lowest_kcal_mol=429.0
C 3.6933 -1.2923 2.0978 5.2 -0.7 -5.8 -0.839
H 3.7242 -2.1837 2.5522 0.1 -2.9 2.2 0.327
H 3.3120 -0.5024 2.5284 -1.5 4.0 2.7 0.287
H 4.7596 -1.1251 1.6056 -1.6 0.1 1.7 0.364
S 2.8474 -1.5251 0.5643 -4.0 -1.0 1.7 0.015
C 1.1925 -1.9301 1.6358 1.8 -2.7 -2.4 -0.336
C 0.7348 -3.1809 1.8008 6.0 -6.6 -5.7 -0.051
C -0.4109 -3.6865 2.2054 -5.6 1.2 4.1 -0.767
C -1.1503 -2.6877 2.8534 -1.0 3.3 0.0 -0.679
C -0.7530 -1.2328 2.7860 -11.9 -4.6 6.9 0.675
C 0.2657 -1.1231 2.1742 13.6 8.9 -5.4 0.885
C 0.8693 0.2863 2.0116 2.6 7.6 2.1 -0.802
O 1.8441 1.0485 2.6760 -5.9 -5.8 -3.6 -0.706
C 0.0730 1.1737 0.8824 4.5 1.4 2.1 2.486
H -0.4694 0.4954 0.3086 -1.6 -0.7 -0.9 -1.342
C 1.2154 1.6864 0.0010 1.4 -2.8 -4.9 -0.884
N 0.6854 2.5176 -1.1835 -1.7 -4.4 0.4 0.291
C 0.4343 1.9977 -2.3992 -2.4 0.5 -6.2 0.589
O -0.2576 2.5882 -3.4256 3.2 -1.8 5.7 -0.709
C 0.9600 0.6326 -2.8339 3.5 -0.5 -0.7 -0.784
H 2.1887 0.5617 -2.7276 -2.9 0.2 0.5 0.365
C 0.3039 -0.7097 -2.1727 -1.1 3.1 -9.9 -0.021
C -1.1747 -0.6276 -2.0564 2.8 0.0 0.4 0.479
C -2.0619 0.1226 -2.7540 12.3 1.7 -7.8 0.112
N -3.2384 -0.0473 -2.8623 -11.3 0.4 2.1 -0.516
C -3.7877 -0.3939 -1.6840 2.1 -2.0 0.9 -0.710
C -2.8306 -1.0231 -0.7188 -17.4 1.2 4.0 -0.068
C -1.7167 -1.3327 -1.0495 12.7 -3.5 2.2 0.269
H -0.9650 -1.7696 -0.1864 -1.9 0.2 -2.5 -0.242
H -3.4234 -1.5693 0.1487 1.5 1.5 -1.3 0.223
H -4.8683 -0.4114 -1.5238 0.4 0.0 -0.1 0.413
H -1.5123 0.5658 -3.8552 -1.4 -0.7 3.3 0.139
H 0.8630 -0.9491 -1.4408 3.1 -1.8 5.9 -0.359
H 0.7027 -1.4006 -3.0503 -1.4 0.6 1.8 0.325
H 1.0013 0.6471 -3.9802 -1.0 -0.1 1.7 0.494
C -0.2346 3.4809 -0.8001 3.7 7.6 2.5 -0.929
H -0.3906 3.9924 -1.7852 -1.2 0.0 1.3 0.602
C -1.3056 3.3474 0.4195 4.5 -6.6 -4.5 -1.067
C -0.5870 2.4196 1.4296 -2.3 2.0 4.3 -0.237
H -1.4456 2.0532 2.2361 2.1 1.1 -1.7 0.095
H 0.0991 3.2433 2.0156 -0.9 -2.9 -1.1 0.298
H -1.7401 4.1395 0.8539 -1.4 3.0 0.8 0.607
H -1.8554 2.6208 -0.1575 -2.1 0.2 0.3 0.241
H 0.8031 4.3149 -0.2394 -3.1 -1.3 -1.1 0.215
H 1.8211 0.6475 -0.4909 -1.6 3.6 1.5 -0.206
H 1.9348 2.4353 0.2565 0.5 -0.3 1.9 0.204
H -1.3260 -0.3528 3.2632 0.8 -1.9 -0.8 0.329
H -2.0867 -2.6411 3.3539 -0.9 -1.6 0.3 0.443
H -0.8330 -4.7215 2.2189 1.1 1.0 -0.3 0.407
H 1.2568 -4.1602 1.2431 -0.2 2.9 1.2 0.074

---

2.
52
Properties=species:S:1:pos:R:3:forces:R:3:mulliken_charge:R:1 method="wB97M-V/def2-TZVPD" e_tot_ev=-112154.9427 orbital_gap_ha="0.1824 / 0.1824" total_charge=+1
C 4.0218 -2.4082 2.4193 -0.3 0.4 -0.8 -0.382
C 3.3217 -2.1879 1.2479 -0.3 0.5 -0.1 0.175
C 2.1460 -2.9992 1.0179 -1.3 0.7 -0.7 0.238
C 1.6295 -3.8589 2.0317 0.7 0.4 0.2 1.028
C 2.4304 -4.0429 3.2019 -0.8 -0.2 0.5 -0.877
C 3.5876 -3.3377 3.3844 0.3 -0.4 0.1 -0.737
C 0.3562 -4.4187 1.8124 0.5 -1.2 -0.1 -1.125
C -0.1295 -4.5861 0.5099 0.1 0.1 -0.4 1.108
C 0.4230 -3.7307 -0.4813 0.0 1.9 0.4 0.181
C -0.2154 -3.5980 -1.7589 0.1 0.4 -0.7 0.078
C -1.2517 -4.4547 -2.0664 0.5 0.6 -0.1 -0.428
C -1.7333 -5.3829 -1.1316 0.5 -0.6 0.6 -0.773
C -1.1853 -5.4544 0.1227 -0.4 0.1 0.4 -0.985
H 4.9405 -1.8483 2.5715 -0.1 -0.1 0.1 0.478
H 2.0558 -4.7546 3.9464 0.3 0.3 -0.2 0.447
H 4.2456 -3.4924 4.2443 -0.5 -0.1 -0.2 0.401
H -0.1740 -4.8942 2.6353 0.2 0.0 -0.1 0.507
H -1.7228 -4.4069 -3.0460 0.1 0.1 0.1 0.471
H -2.4903 -6.0830 -1.4487 -0.2 0.0 0.2 0.435
H -1.5589 -6.1222 0.8921 -0.1 -0.1 -0.3 0.465
N 1.3469 -2.7698 -0.0951 1.4 -1.9 -0.7 -0.042
Y 0.4180 -0.7947 0.4540 -4.0 0.8 0.2 0.332
C 3.7383 -1.0992 0.2447 0.0 -0.1 -0.3 -1.404
H 3.6440 -1.4767 -0.7812 0.1 -0.1 0.1 0.435
H 4.7793 -0.7742 0.3797 -0.1 -0.4 0.2 0.661
C 0.2101 -2.4991 -2.7435 0.4 -0.5 0.1 -1.469
H 1.3025 -2.3820 -2.7535 -0.1 -0.2 0.1 0.459
H -0.0898 -2.7244 -3.7839 0.0 -0.1 0.5 0.706
P 2.7192 0.4985 0.2452 1.4 -0.9 0.8 0.994
P -0.4346 -0.8150 -2.3132 0.0 -0.6 -0.7 1.119
C -2.0989 -0.9336 -3.1077 0.0 0.4 0.4 -1.395
H -2.5512 0.0686 -3.0294 -0.1 -0.5 0.0 0.409
H -1.9661 -1.1776 -4.1769 0.0 0.0 0.5 0.461
H -2.7285 -1.6916 -2.6157 0.2 0.4 -0.2 0.351
C 0.3985 0.1525 -3.6202 0.0 0.1 0.0 -1.307
H 0.1397 -0.2529 -4.6050 0.1 0.1 0.1 0.448
H 0.0439 1.1880 -3.5674 0.2 -0.1 0.0 0.402
H 1.4847 0.1195 -3.4863 -0.2 0.1 0.0 0.314
C 3.2555 1.1966 1.8515 -0.2 0.4 -0.3 -1.333
H 4.3335 1.4106 1.7650 -0.4 -0.1 0.3 0.420
H 2.6944 2.1401 1.9587 0.3 -0.3 0.3 0.414
H 3.0510 0.5112 2.6944 0.1 0.4 -0.4 0.355
C 3.5432 1.5374 -0.9464 0.1 0.3 -0.2 -1.259
H 3.0485 2.5112 -0.8928 0.1 0.0 -0.2 0.406
H 4.5853 1.6509 -0.6435 0.0 0.0 -0.2 0.429
H 3.4635 1.1335 -1.9598 0.0 0.1 0.2 0.340
C -1.9276 -1.5236 0.4078 0.3 2.3 -3.1 0.499
O -3.0394 -1.4147 0.0143 1.6 -1.6 2.1 -0.391
H -1.1906 -2.2896 1.2210 -0.9 -0.3 1.1 -0.149
Se -2.2308 3.7561 0.6579 0.6 -0.7 -0.2 -0.136
C -1.2196 2.3031 0.5268 0.5 -1.1 0.2 0.139
N -0.5667 1.2945 0.4807 -0.7 1.3 0.3 -0.915